Computed, not measured: the ion C34H42N7O5 with charge +1, with wB97M-V/def2-TZVPD.

As for the charge: +1. Its total energy is -56605.1329 eV. The LUMO energy comes out at -2.60 eV.

Each line ends with the Löwdin charge.
Geometry (Å):
1 O -3.3718 2.0135 -0.9915  0.07
2 O -0.3858 2.0465 2.5638  0.02
3 O -1.4274 -3.5309 -1.1492  0.14
4 O -5.0489 0.7796 -1.9410  -0.06
5 O -1.5588 1.3150 0.7825  0.04
6 N 5.4378 1.5043 0.2584  0.03
7 N 0.2403 5.3190 0.0632  0.19
8 N -1.7159 -1.2564 -1.0997  0.06
9 N 3.3288 -0.0495 -0.5559  0.19
10 N 4.4689 -1.3201 -1.9937  -0.02
11 N -3.6966 -0.2163 -0.3639  0.14
12 N -0.6413 3.3619 0.7598  0.22
13 C 4.2521 2.2201 0.3183  -0.30
14 C 5.6677 0.6199 -0.8651  -0.11
15 C -0.9299 -2.4414 -1.2613  -0.36
16 C -0.5404 -4.4004 2.5605  -0.10
17 C -3.7317 0.7987 -1.4931  -0.53
18 C -0.6978 0.8548 3.2806  -0.15
19 C 2.5529 -2.8640 -2.6290  0.01
20 C 1.0696 -2.6187 3.4024  -0.21
21 C 2.4796 -0.9800 -1.0764  -0.18
22 C -2.8056 0.2824 -2.6040  -0.02
23 C -0.8543 2.1757 1.3180  -0.53
24 C -4.6622 -0.0601 0.5646  0.01
25 C -3.8956 -1.9694 1.7404  -0.01
26 C 0.5950 -3.4466 2.2064  -0.25
27 C 3.7117 2.8511 -0.8053  -0.03
28 C 1.7749 3.5146 0.4638  -0.17
29 C 0.4049 4.0619 0.4862  -0.33
30 C -2.7714 -1.1965 -0.2536  -0.14
31 C -2.8967 -2.1077 0.8147  0.05
32 C -1.4794 -0.1379 -2.0009  -0.10
33 C -5.2245 2.7828 -3.3640  -0.06
34 C 4.4818 -0.2621 -1.1188  -0.25
35 C 1.1240 -1.1385 -0.8668  0.05
36 C 0.1240 -1.4837 3.8042  -0.20
37 C 0.1507 -0.3252 2.8107  -0.17
38 C 3.1893 -1.8117 -1.9819  -0.14
39 C 0.4889 -2.1786 -1.5360  -0.16
40 C -4.7980 -0.9060 1.6247  -0.01
41 C 1.2098 -3.0453 -2.3774  0.00
42 C 3.5805 2.3499 1.5369  -0.02
43 C 5.5854 -1.8108 -2.7532  0.00
44 C -5.7269 2.0248 -2.1448  -0.22
45 C 2.3507 2.9644 1.6066  -0.02
46 C 2.4948 3.4924 -0.7299  -0.02
47 H 6.3325 -2.2615 -2.0959  0.10
48 H -1.3834 -3.8672 2.9941  0.05
49 H -0.8810 -4.9304 1.6735  0.07
50 H -3.2975 -0.5545 -3.1022  0.15
51 H 2.0719 3.9409 -1.6177  0.12
52 H 0.2872 -2.7819 1.3968  0.07
53 H 0.4296 -1.1097 4.7836  0.12
54 H 6.5601 0.0218 -0.6630  0.13
55 H 6.0524 -0.9965 -3.3094  0.10
56 H 0.6058 -0.4814 -0.1890  0.11
57 H -2.6661 1.0881 -3.3233  0.14
58 H 1.0343 5.8808 -0.1884  0.12
59 H -6.7647 1.7167 -2.2823  0.13
60 H 4.0139 1.9190 2.4279  0.12
61 H -5.2411 2.1400 -4.2405  0.08
62 H -0.4802 1.0988 4.3225  0.13
63 H -1.7652 0.6318 3.1716  0.13
64 H -2.1841 -2.9102 0.8971  0.09
65 H -3.9751 -2.6660 2.5602  0.12
66 H 5.2377 -2.5641 -3.4565  0.09
67 H 0.6760 -3.8566 -2.8470  0.12
68 H 5.8675 1.2139 -1.7659  0.13
69 H 2.0458 -2.1869 3.1713  0.11
70 H 1.1990 -3.2878 4.2551  0.11
71 H -0.2223 -0.6553 1.8405  0.08
72 H 1.4359 -4.0339 1.8322  0.11
73 H 4.2322 2.8160 -1.7490  0.11
74 H -0.7815 -0.4537 -2.7760  0.14
75 H -2.6172 1.9058 -0.3491  0.08
76 H -4.2119 3.1400 -3.1961  0.07
77 H 3.0787 -3.5240 -3.3011  0.11
78 H 5.6405 1.0558 1.1430  0.13
79 H -5.3233 0.7764 0.4032  0.15
80 H -5.8698 3.6376 -3.5429  0.08
81 H -0.8960 -1.8595 3.9013  0.11
82 H -0.2001 -5.1361 3.2852  0.08
83 H -5.6422 2.6511 -1.2517  0.12
84 H -1.0414 0.6968 -1.4437  0.12
85 H -0.6816 5.7222 0.0486  0.12
86 H 1.8232 3.0180 2.5460  0.12
87 H -5.5810 -0.7512 2.3474  0.12
88 H 1.1789 0.0212 2.6792  0.12

Atoms 1-2, force components in eV/Å:
-0.016 0.151 0.130
0.034 0.297 -0.369